A structure of composition C4H7N2, computed with the ωB97M-V functional and the def2-TZVPD basis.

XYZ file:
```
13
Properties=species:S:1:pos:R:3
C 1.83 -0.81 0.26
C -0.82 0.71 -0.06
C -1.05 -0.49 0.84
C 0.12 -0.26 -0.90
N -0.03 -1.34 0.07
N 1.48 -0.04 -0.74
H 2.64 -1.24 0.73
H -1.71 1.10 -0.53
H -0.36 1.58 0.42
H -0.78 -0.39 1.85
H -2.05 -1.08 0.85
H -0.21 -0.61 -1.99
H 1.97 0.47 -1.41
```

Output
charge	+1
relative energy (zero: lowest compared OMol25 entry of this formula, charge and spin)	6.225	eV
DFT total energy	-265.67971	Ha

The molecule C16H27NO4, computed with the ωB97M-V functional and the def2-TZVPD basis.

XYZ file:
```
48
Properties=species:S:1:pos:R:3
O 0.46 4.70 -2.58
O 0.59 3.02 -1.05
O -0.38 -0.84 0.16
O 2.77 -1.63 -1.75
C 0.42 3.50 -2.31
C -0.78 -0.69 3.78
C -0.40 -0.30 2.45
C -1.87 -1.51 3.97
C -0.80 -1.09 1.41
N 1.58 0.60 -2.87
C 1.88 3.47 0.98
C -0.65 -3.52 2.03
C -2.61 -2.87 0.57
C 0.65 3.79 0.13
C 1.09 -0.83 -0.05
C -0.02 2.60 -3.44
C -2.67 -2.01 2.85
C 1.04 1.53 -3.94
C 0.75 -0.54 -2.52
C 1.37 -1.41 -1.43
C -1.71 -2.35 1.72
H 3.16 -0.78 -1.88
H -0.29 -0.21 4.63
H 0.25 0.55 2.32
H -2.11 -1.71 4.95
H 1.80 1.17 -2.05
H 1.79 3.97 1.91
H 2.04 2.44 1.11
H 2.75 3.86 0.51
H -0.17 -3.83 1.00
H 0.04 -3.15 2.82
H -0.97 -4.48 2.49
H -3.42 -2.08 0.37
H -2.01 -2.80 -0.38
H -3.03 -3.88 0.82
H 0.75 4.85 -0.19
H -0.24 3.62 0.80
H 1.57 0.17 0.07
H 1.53 -1.54 0.58
H -0.91 1.99 -3.23
H -0.28 3.31 -4.28
H -3.26 -2.86 3.18
H -3.39 -1.27 2.43
H 1.94 1.97 -4.29
H 0.64 0.86 -4.75
H -0.29 -0.23 -2.31
H 0.59 -1.19 -3.41
H 0.84 -2.36 -1.34
```

Output
relative energy (zero: lowest compared OMol25 entry of this formula, charge and spin)	4.564	eV
SMILES	CCOC(=O)CCNC[C@@H](O)COC1=CC=CCC1(C)C
DFT total energy	-981.46682	Ha

The molecule C7H8FN, computed with the ωB97M-V functional and the def2-TZVPD basis.

XYZ file:
```
17
Properties=species:S:1:pos:R:3
C 1.06 -0.35 -0.14
C 0.20 -1.56 -0.17
C 0.56 0.97 0.58
C -1.13 -1.40 -0.11
C 0.57 0.90 -0.92
C -0.81 0.76 1.12
C -1.53 0.10 -0.07
N -0.82 0.72 -1.30
F -2.90 0.22 -0.03
H 2.15 -0.64 -0.28
H 0.61 -2.47 -0.16
H 1.44 1.35 0.97
H -1.70 -2.29 -0.08
H 1.03 1.51 -1.71
H -0.87 0.03 2.06
H -1.23 1.66 1.28
H -1.06 0.09 -2.03
```

Output
relative energy (zero: lowest compared OMol25 entry of this formula, charge and spin)	0.373	eV
SMILES	F[C@]12C=C[C@@H]3[C@H](C1)[C@@H]3N2
DFT total energy	-426.06742	Ha

The molecule C5H9N3, computed with the ωB97M-V functional and the def2-TZVPD basis.

XYZ file:
```
17
Properties=species:S:1:pos:R:3
C 1.34 -0.78 -0.94
C 1.20 0.09 0.31
C -0.23 0.39 0.63
C -1.16 1.20 0.06
N -2.39 1.06 0.69
C -2.19 0.18 1.63
N -0.90 -0.26 1.64
N 1.06 -0.04 -2.16
H 0.79 -1.72 -0.81
H 2.39 -1.10 -1.01
H 1.69 -0.43 1.13
H 1.75 1.02 0.14
H -1.09 1.82 -0.82
H -2.96 -0.16 2.30
H -0.54 -0.94 2.29
H 1.13 -0.67 -2.95
H 0.12 0.34 -2.13
```

Output
relative energy (zero: lowest compared OMol25 entry of this formula, charge and spin)	0.180	eV
SMILES	NCCc1cnc[nH]1
DFT total energy	-360.19067	Ha

What did we get for max |F|? Answer: 7.52 3.67 4.26 0.76 eV/A, in the order shown.
What did we get for frontier orbital gap? Answer: 0.3424 0.3144 0.3654 0.3494 hartree, in the order shown.